# 1
Entry from the Open Molecules 2025 dataset: a cluster of 4 separate species, C3H13NO3 in total (ωB97M-V/def2-TZVPD).

Structure (XYZ):
```
20
Properties=species:S:1:pos:R:3
C -1.84059 -0.63599 1.70002
N -0.71472 -1.17179 1.48688
C 0.59165 -0.67605 1.92520
C 0.81655 0.88332 1.61597
H -1.82320 -0.03288 2.53401
H -2.64654 -1.09184 0.98304
H 0.97303 -0.69385 2.89868
H 1.33589 -1.11715 1.20366
H 0.00866 1.42883 2.05676
H 1.56198 1.20973 2.41124
H 1.00544 1.21468 0.60352
O -1.48112 2.67228 -2.72027
H -0.62780 2.34798 -2.94571
H -1.93257 2.92598 -3.52539
O 0.58898 -2.53321 -0.70553
H 0.08871 -2.24895 0.11088
H 0.74700 -3.39133 -0.46318
O 1.54371 1.00460 -2.00300
H 1.55794 0.24846 -1.45455
H 2.13626 0.82592 -2.83774
```

- Structure (SMILES): C=NCC.O.O.O

---

# 2
Entry from the Open Molecules 2025 dataset: a cluster of 2 separate species, C5H13NO in total (ωB97M-V/def2-TZVPD).

Structure (XYZ):
```
20
Properties=species:S:1:pos:R:3
C -1.73184 2.16899 1.57029
C -1.24593 1.45566 0.28971
C 0.11572 1.15974 0.12702
N 0.32260 -0.14860 -0.54124
C 1.70533 -0.86391 -0.52491
C 1.80157 -1.76514 -1.87175
H -2.34619 3.16004 1.36171
H -2.42552 1.48897 2.13522
H -0.72909 2.54382 1.98221
H -1.96306 1.48751 -0.51764
H 0.97538 1.71913 0.71022
H 0.05555 -0.04357 -1.53249
H 1.84619 -1.31146 0.36331
H 2.44638 -0.10759 -0.74060
H 1.39399 -1.33893 -2.77814
H 1.41057 -2.71467 -1.77144
H 2.90652 -1.85940 -2.05947
O -1.77743 -1.98840 1.17683
H -0.99220 -1.67497 0.70379
H -1.76854 -1.36721 1.91736
```

- Structure (SMILES): C/C=C/NCC.O

---

# 3
Entry from the Open Molecules 2025 dataset: a structure of composition C21H34CaCl2F8LiN2O9S (ωB97M-V/def2-TZVPD).

Structure (XYZ):
```
79
Properties=species:S:1:pos:R:3
C 0.90882 4.20846 2.77894
O 2.30604 4.28147 2.63402
C 3.00564 3.07827 2.45587
C 3.58375 3.00505 1.06193
C 3.52121 1.61125 0.43802
C 2.07945 1.24937 0.11776
C 1.91173 -0.23287 -0.21727
C 0.54195 -0.54989 -0.77268
O 0.31635 -1.84488 -1.24789
C 1.32067 -2.82932 -1.14970
C -0.57797 -0.11945 0.20505
C -0.40991 -0.57272 1.68196
C 0.12324 -1.97640 1.96820
C 1.28948 -2.15957 2.94098
N -0.42777 -2.96699 1.42317
N -1.94617 -0.25956 -0.31868
C -2.18338 0.50783 -1.54291
C -3.21194 1.59180 -1.47071
O -3.99850 1.85465 -2.31326
F -3.07013 2.33829 -0.37357
S -2.82624 -1.62659 -0.03140
O -2.42722 -2.74114 -0.82175
O -2.95908 -1.78554 1.38385
C -4.59040 -1.31110 -0.60311
F -4.65284 -1.03465 -1.90557
F -5.11155 -2.53391 -0.40960
C -5.41133 -0.28023 0.24660
F -4.58084 0.46555 1.00013
F -6.06486 0.53414 -0.59579
C -6.48075 -0.91019 1.18028
F -7.00460 0.08204 1.88455
F -5.94750 -1.78204 2.00912
F -7.43101 -1.47439 0.47067
H 0.38825 4.36903 1.83297
H 0.60095 3.25270 3.21718
H 0.59478 4.98369 3.47010
H 3.80839 3.00526 3.17214
H 2.37704 2.19262 2.62845
H 2.90972 3.63376 0.45764
H 4.60906 3.40779 1.05883
H 4.06628 1.63169 -0.50563
H 3.98593 0.88301 1.09855
H 1.40607 1.58708 0.90420
H 1.78328 1.81008 -0.77275
H 2.68115 -0.45314 -0.95400
H 2.15132 -0.84331 0.65396
H 0.43931 0.11232 -1.64061
H 0.87339 -3.74770 -1.51461
H 1.64854 -3.02025 -0.13005
H 2.18297 -2.62655 -1.78208
H -0.44714 0.96396 0.24229
H -1.33013 -0.44956 2.25142
H 0.30262 0.14707 2.08705
H 1.97110 -2.90076 2.53961
H 0.93218 -2.52353 3.90262
H 1.88326 -1.26307 3.10685
H -0.00239 -3.85306 1.69054
H -1.27878 1.04111 -1.82787
H -2.40320 -0.14113 -2.38402
C -1.88137 1.35714 -6.65272
C -1.45074 0.78618 -5.31752
O -1.29370 1.80547 -4.32260
H -1.15515 2.08991 -7.00383
H -1.97488 0.57039 -7.40102
H -2.84613 1.86060 -6.56390
H -0.48144 0.29725 -5.40089
H -2.17832 0.04411 -4.97032
H -2.14554 2.24695 -4.22942
C 5.06916 1.85034 5.74235
O 5.61402 1.90181 6.84704
O 5.72758 1.88898 4.64126
O 3.79783 1.76509 5.59289
Li 1.05311 0.15656 3.51551
Ca 3.99688 4.97539 -0.44377
C 2.83137 -6.22501 -1.88478
Cl 3.90891 -4.90135 -2.35056
Cl 2.44496 -6.19004 -0.15714
H 1.90932 -6.13346 -2.44507
H 3.32580 -7.16215 -2.10550
```

- Total charge: +1

---

# 4
Entry from the Open Molecules 2025 dataset: a cluster of 7 separate species, C27H43BF3N2O15S2 in total (ωB97M-V/def2-TZVPD).

Structure (XYZ):
```
93
Properties=species:S:1:pos:R:3
C -0.53173 3.94902 7.93438
N -0.26572 3.11406 6.75724
C 0.74901 3.41620 5.92550
C 1.11045 2.55371 4.92001
C 0.42401 1.35087 4.77695
C -0.66073 1.07560 5.61245
C -0.97810 1.99842 6.58231
C 0.84677 0.37698 3.75431
C 1.22106 -0.93338 4.03277
C 1.40704 -1.82680 3.01053
N 1.26425 -1.44755 1.73591
C 0.86908 -0.19897 1.43934
C 0.64484 0.72346 2.42450
C 1.56734 -2.38829 0.61384
H -1.54657 4.33972 7.88689
H 0.09082 4.84145 7.92704
H -0.32294 3.41189 8.85433
H 1.25858 4.35337 6.09350
H 1.99521 2.75113 4.32803
H -1.25260 0.19119 5.41936
H -1.76415 1.75599 7.28508
H 1.31303 -1.24645 5.06446
H 1.56811 -2.88261 3.17097
H 0.66468 0.01939 0.39767
H 0.36130 1.73537 2.16891
H 0.79002 -2.28001 -0.13234
H 1.37369 -3.38096 1.02619
H 2.59665 -2.19773 0.34396
B 0.63886 -0.14772 -1.64479
H 0.65745 1.02825 -1.43599
H 1.64881 -0.74103 -1.39861
H -0.31214 -0.62217 -1.06881
H 0.40707 -0.27554 -2.82192
O -1.96395 -4.82070 -3.88930
S -1.08236 -3.78524 -3.49384
O -0.62799 -3.70623 -2.12875
O 0.23294 -3.89870 -4.37693
C 1.28138 -2.91416 -4.20428
C 2.55588 -3.44510 -4.85096
C -1.65361 -2.16960 -3.96941
H 1.52344 -2.79086 -3.14794
H 0.87686 -1.98487 -4.59939
H 2.52049 -4.52022 -4.99974
H 3.42642 -3.14300 -4.27249
H 2.67632 -2.98574 -5.83532
H -2.65183 -2.06161 -3.54620
H -1.74575 -2.06914 -5.04954
H -0.95493 -1.44062 -3.56631
O -1.68381 -1.67669 2.90540
S -1.83923 -3.05809 2.52572
O -0.74722 -3.96290 2.65916
O -3.04679 -3.68125 3.30012
C -4.26746 -2.89592 3.42321
C -4.58652 -2.64909 4.87910
C -2.38742 -3.13116 0.82986
H -5.03593 -3.53694 2.99399
H -4.16999 -1.96124 2.87389
H -5.57160 -2.17170 4.89095
H -3.88455 -1.95933 5.34419
H -4.70157 -3.57118 5.44358
H -3.31749 -2.59830 0.65684
H -2.51771 -4.19988 0.67510
H -1.57787 -2.70268 0.24205
C 3.13794 1.04870 -5.29191
C 1.65263 1.26661 -5.07878
O 1.11221 1.06780 -6.36321
C 1.97611 0.26600 -7.06350
O 1.71228 -0.28376 -8.07137
O 3.12713 0.11011 -6.35930
F 1.39321 2.51719 -4.61736
H 3.62458 0.60104 -4.42389
H 3.70437 1.96365 -5.47947
H 1.21556 0.51744 -4.41741
C 2.37788 3.39895 -1.95869
C 2.96540 2.09245 -1.47165
O 2.57137 2.11764 -0.11874
C 2.53034 3.42452 0.26992
O 2.46850 3.77793 1.40482
O 2.68327 4.21492 -0.80860
F 4.34150 2.21073 -1.49471
H 1.31142 3.32898 -2.15434
H 2.88962 3.80685 -2.82360
H 2.70108 1.17432 -1.97592
C -1.34288 2.48441 -2.62830
C -2.76546 2.04983 -2.30171
O -3.44020 3.24148 -2.02274
C -2.71367 4.29323 -2.49159
O -3.03708 5.42848 -2.47280
O -1.53183 3.85757 -2.99363
F -2.78396 1.25881 -1.18860
H -0.88466 1.89940 -3.41867
H -0.67758 2.45232 -1.76950
H -3.23062 1.48758 -3.11145
```

- Total charge: +1

---

Number 1: calculated total energy -402.47721 a.u.. Number 2: calculated total energy -328.17804 a.u.. Number 3: calculated total energy -4409.31441 a.u.. Number 4: calculated total energy -3413.25784 a.u..